DFT (the ωB97M-V functional and the def2-TZVPD basis) results for an isolated ion of composition C5H10F2NO3S and charge -1.

Results
F_max (eV Å⁻¹): 4.01
E (eV): -29250.7858
Total charge: -1

Atoms and positions in Å:
1 C -1.046521 -0.404183 -2.456765
2 C -1.487690 -0.161151 -1.006854
3 C -0.571477 0.916613 -0.333251
4 C -0.422298 0.628444 1.196561
5 C 0.528557 -0.906880 1.407872
6 N 0.110514 1.760945 1.830481
7 O 1.581745 -1.292374 -1.006007
8 O 2.385186 0.615589 0.436106
9 O 3.071217 -1.653335 1.002883
10 F 0.820345 -0.859248 2.747890
11 F -0.245904 -2.013969 1.242399
12 S 2.063313 -0.811019 0.295199
13 H 0.178501 -0.391320 -2.465293
14 H -1.490737 0.322569 -3.224569
15 H -1.222950 -1.423843 -2.681598
16 H -1.324751 -1.029495 -0.408828
17 H -2.483051 0.296788 -0.860729
18 H -0.872230 1.990975 -0.535140
19 H 0.313769 0.827540 -0.923780
20 H -1.384292 0.374032 1.596076
21 H 0.472130 1.335798 2.762201
22 H 1.026624 1.877524 1.385148

Force components x, y, z for each atom (eV/Å):
2.387 1.325 -0.041
0.437 2.626 0.086
-0.900 -0.050 -0.056
0.909 -2.432 -3.017
-1.374 3.363 -0.353
2.345 -1.040 3.083
0.598 0.569 1.103
-0.265 -0.658 -0.730
-1.580 0.846 -1.510
0.471 -0.334 -0.352
0.345 0.250 -0.129
1.038 -1.322 2.290
-3.111 0.334 -0.175
0.690 -1.119 1.072
-0.656 -0.949 -0.805
-0.420 -0.781 0.090
-0.117 -1.016 -0.421
-0.217 -1.129 0.538
1.176 0.078 0.513
-0.620 -0.345 0.376
-0.949 1.382 -1.348
-0.186 0.402 -0.214

Mulliken population analysis, charges in e, atoms 1 to 4:
1 C -1.163
2 C -0.281
3 C -0.873
4 C -0.662